# 1
The following is a DFT calculation (ωB97M-V/def2-TZVPD) of 2 unconnected molecules or ions with the total composition C5H7NO.

```
! wB97M-V def2-TZVPD RIJCOSX def2/J DEFGRID3
* xyz 0 1
H 0.982 -0.922 -0.226
N 0.828 0.092 -0.238
C -0.410 0.354 -0.233
C -1.556 -0.642 -0.191
C -1.097 -2.029 -0.122
C -0.641 -3.142 -0.062
H -0.703 1.409 -0.245
H -2.182 -0.405 0.680
H -2.193 -0.489 -1.071
H -0.256 -4.137 -0.007
C 1.809 2.469 0.427
O 1.082 3.249 -0.140
H 2.765 2.121 -0.004
H 1.573 2.072 1.432
*
```

Computed properties:
Highest occupied orbital energy (eV): -9.65
Kohn-Sham gap (eV): 10.53

***

# 2
The following is a DFT calculation (ωB97M-V/def2-TZVPD) of C5H7NO in the gas phase.

```
! wB97M-V def2-TZVPD RIJCOSX def2/J DEFGRID3
* xyz 0 1
C 0.747 0.974 0.112
C 1.621 -0.067 0.037
C 0.219 2.089 -0.283
C -0.460 -1.283 -0.270
C -1.347 -0.516 0.620
N 0.831 -1.195 -0.412
O 2.801 -0.211 0.318
H -0.507 2.625 0.316
H 0.432 2.544 -1.247
H -0.941 -2.098 -0.804
H -0.763 -0.020 1.401
H -2.097 -1.190 1.039
H -1.874 0.271 0.080
H 1.339 -1.923 -0.906
*
```

Computed properties:
Highest occupied orbital energy (alpha / beta) (eV): -7.17 / -7.18
Kohn-Sham gap (alpha / beta) (eV): 6.85 / 6.86

***

# 3
The following is a DFT calculation (ωB97M-V/def2-TZVPD) of C5H7NO in the gas phase.

```
! wB97M-V def2-TZVPD RIJCOSX def2/J DEFGRID3
* xyz 0 1
O 1.772 1.608 -1.219
C 1.168 0.688 -0.746
C 1.508 -0.460 0.215
N 0.147 -1.015 0.018
C -0.826 -0.421 0.982
C -1.430 0.468 -0.120
C -0.217 0.062 -0.973
H 2.299 -1.122 -0.155
H 1.743 -0.170 1.245
H -0.331 0.154 1.776
H -1.488 -1.157 1.447
H -1.599 1.525 0.093
H -2.340 0.033 -0.540
H -0.406 -0.194 -2.022
*
```

Computed properties:
Highest occupied orbital energy (eV): -9.46
Kohn-Sham gap (eV): 10.28

***

# 4
The following is a DFT calculation (ωB97M-V/def2-TZVPD) of C5H7NO in the gas phase.

```
! wB97M-V def2-TZVPD RIJCOSX def2/J DEFGRID3
* xyz 0 3
C 0.007 1.554 1.403
C -0.785 -1.222 0.003
C -0.909 -0.498 -1.347
C 1.561 0.077 -0.178
C 0.195 -0.141 -0.296
N 0.816 1.191 0.400
O -1.062 1.037 1.634
H 0.364 2.510 1.764
H -1.611 -1.288 0.682
H -0.427 -2.270 0.059
H -0.618 -1.007 -2.167
H -1.742 0.200 -1.401
H 2.224 -0.485 0.544
H 1.988 0.343 -1.100
*
```

Computed properties:
Highest occupied orbital energy (alpha / beta) (eV): -4.98 / -9.69
Kohn-Sham gap (alpha / beta) (eV): 6.07 / 7.16

***

# 5
The following is a DFT calculation (ωB97M-V/def2-TZVPD) of a molecular structure, C5H7NO2.

```
! wB97M-V def2-TZVPD RIJCOSX def2/J DEFGRID3
* xyz 0 1
C 0.148 -0.423 -0.204
C 0.246 -0.674 -1.680
C -0.855 0.704 0.181
N -1.853 0.147 0.979
O 0.135 -1.579 0.535
C 1.138 0.702 0.545
C 2.133 1.204 0.991
O -1.052 1.693 -0.526
H 0.482 -1.392 1.421
H -2.772 0.549 0.873
H -1.609 -0.444 1.760
H 1.289 -0.874 -1.928
H -0.401 -1.502 -1.964
H -0.051 0.198 -2.259
H 3.022 1.692 1.277
*
```

Computed properties:
Highest occupied orbital energy (eV): -9.27
Kohn-Sham gap (eV): 9.85

***

# 6
The following is a DFT calculation (ωB97M-V/def2-TZVPD) of C5H7NO2 in the gas phase.

```
! wB97M-V def2-TZVPD RIJCOSX def2/J DEFGRID3
* xyz 0 1
H -0.360 2.060 -0.707
N -0.264 1.998 0.306
C -0.538 0.849 0.765
C -0.386 0.424 2.185
O -1.262 -0.206 -0.012
C -0.589 -0.554 -1.141
O -1.204 -1.309 -2.086
C 0.731 -0.432 -1.147
C 1.993 -0.734 -1.277
H -1.376 0.269 2.621
H 0.192 -0.499 2.242
H 0.116 1.207 2.759
H -2.132 -1.382 -1.807
H 2.759 -0.078 -0.875
H 2.319 -1.612 -1.827
*
```

Computed properties:
Highest occupied orbital energy (alpha / beta) (eV): -7.48 / -7.48
Kohn-Sham gap (alpha / beta) (eV): 7.87 / 7.87

***

# 7
The following is a DFT calculation (ωB97M-V/def2-TZVPD) of C5H7NO2 in the gas phase.

```
! wB97M-V def2-TZVPD RIJCOSX def2/J DEFGRID3
* xyz 0 1
N -0.064 2.931 0.089
C 0.013 1.788 0.013
C 0.188 0.281 0.114
C 1.535 -0.323 0.139
O 2.471 0.071 -0.835
C -0.936 -0.727 0.934
C -0.969 -0.563 -0.614
O -1.893 0.218 -1.161
H 1.841 0.109 1.224
H 1.269 -1.283 0.308
H 1.910 0.083 -1.633
H -1.517 0.085 1.401
H -0.509 -1.450 1.794
H -0.554 -1.494 -1.205
H -2.786 0.273 -0.567
*
```

Computed properties:
Highest occupied orbital energy (eV): -9.71
Kohn-Sham gap (eV): 10.16

***

# 8
The following is a DFT calculation (ωB97M-V/def2-TZVPD) of a molecular structure, C5H7NO2.

```
! wB97M-V def2-TZVPD RIJCOSX def2/J DEFGRID3
* xyz 0 1
C 0.803 -0.302 1.412
C 1.321 -1.020 0.195
C -0.162 0.487 -0.536
C -1.545 1.139 -0.629
C -0.671 0.079 0.837
H 1.303 -2.108 0.164
H 2.457 -0.614 0.284
H 0.179 -1.291 -1.583
H 0.694 1.307 -0.339
H -2.291 0.414 -1.216
H -1.455 2.077 -1.302
H -1.227 -0.803 0.458
N 0.818 -0.510 -1.093
O 1.480 -0.005 2.450
O -1.704 1.150 0.897
*
```

Computed properties:
Highest occupied orbital energy (eV): -9.60
Kohn-Sham gap (eV): 10.06

***

# 9
The following is a DFT calculation (ωB97M-V/def2-TZVPD) of 2 unconnected molecules or ions with the total composition C5H7NO2.

```
! wB97M-V def2-TZVPD RIJCOSX def2/J DEFGRID3
* xyz 0 1
C 1.306 -0.483 -0.496
C -0.089 0.026 0.022
C -1.186 -0.670 -0.668
C -1.408 -1.910 -0.060
C -0.498 1.392 -0.303
H 3.253 -0.961 -0.271
H 1.349 -0.631 -1.698
H 1.257 -1.705 -0.145
H 0.451 0.615 1.868
H -1.575 -0.201 -1.716
H -0.961 -2.363 1.031
H -2.259 -2.383 -0.464
N -1.351 2.341 -0.081
O 2.501 0.344 -0.103
O -0.102 -0.204 1.477
*
```

Computed properties:
Highest occupied orbital energy (eV): -10.22
Kohn-Sham gap (eV): 9.10

***

# 10
The following is a DFT calculation (ωB97M-V/def2-TZVPD) of a molecular structure, C5H7NO2.

```
! wB97M-V def2-TZVPD RIJCOSX def2/J DEFGRID3
* xyz 0 1
C -1.437 -0.771 -1.485
C -0.961 -1.005 0.657
C -0.751 0.638 -1.390
C -0.244 0.665 0.092
C 1.854 0.236 1.276
N -1.586 -1.507 -0.447
O -0.504 -1.646 1.580
O 1.159 0.790 0.174
H -1.586 -1.164 -2.450
H -0.003 0.744 -2.090
H -1.559 1.383 -1.547
H -0.705 1.427 0.715
H 2.126 -0.824 1.123
H 1.403 0.302 2.260
H 2.794 0.732 1.532
*
```

Computed properties:
Highest occupied orbital energy (eV): -8.93
Kohn-Sham gap (eV): 8.79

***

Looking at relative energy (zero: lowest compared OMol25 entry of this formula, charge and spin) for the records above, in order, we have 77.3; 90.0; 54.1; 96.5; 87.3; 97.1; 97.4; 129.2; 199.8; 62.4 kcal/mol.
Looking at total energy for the records above, in order, we have -8832.8503; -8832.2979; -8833.8562; -8827.2102; -10879.8323; -10879.4076; -10879.3946; -10878.0153; -10874.9528; -10880.9106 eV.